[1]
# C44H39GeN10O4S2Ti

A structure of composition C44H39GeN10O4S2Ti in a non-equilibrium geometry (ωB97M-V/def2-TZVPD, the OMol25 dataset).

**Net charge**: -1
**Relative energy (zero: lowest compared OMol25 entry of this formula, charge and spin)**: 8.78 kcal per mole
**Molar mass**: 956.47 g mol⁻¹
**Frontier orbital gap (spin up / spin down)**: 5.815 / 5.779 eV

Structure (XYZ):
```
101
Properties=species:S:1:pos:R:3:mulliken_charge:R:1
Ti 0.071 -0.132 -0.063 -0.5512
N -3.091 1.516 2.677 -0.4781
C -1.976 1.190 1.912 0.2785
S -2.126 1.264 0.187 -0.3381
N -0.889 0.904 2.552 -1.9092
N 0.184 0.655 1.714 2.2495
C 1.365 1.113 2.194 -1.4435
C 2.413 0.994 1.304 1.1595
C 3.777 1.359 1.515 -1.2591
C 4.687 1.189 0.526 -0.4134
C 4.266 0.645 -0.723 -1.0059
C 2.957 0.303 -0.878 -0.3447
N 2.024 0.448 0.098 1.4094
H -3.965 1.316 2.216 0.2796
H -3.035 1.163 3.622 0.3019
H 1.404 1.547 3.182 0.3217
H 4.053 1.772 2.477 0.4742
H 5.724 1.462 0.678 0.4031
H 4.955 0.521 -1.545 0.4823
H 2.588 -0.093 -1.817 0.3232
N -5.571 1.589 -5.456 -0.5932
C -4.302 1.247 -4.976 1.0072
C -4.158 0.733 -3.686 -0.8679
C -2.906 0.423 -3.196 -0.0026
C -1.782 0.626 -3.986 -0.7049
C -1.909 1.152 -5.259 -0.5264
C -3.165 1.463 -5.753 -0.8660
S -0.210 0.127 -3.362 1.0332
O -0.383 -1.230 -2.871 -0.4832
O 0.756 0.327 -4.411 -0.8400
N 0.088 0.944 -2.024 0.7004
C 0.218 2.305 -1.996 0.0779
N 0.497 2.781 -0.778 0.0089
C 0.659 4.086 -0.668 -0.2814
C 0.518 4.942 -1.753 -0.8036
C 0.206 4.343 -2.961 -0.3984
N 0.059 3.034 -3.108 -0.5213
H -6.320 1.079 -5.010 0.2232
H -5.653 1.554 -6.461 0.2334
H -5.031 0.568 -3.067 0.1959
H -2.806 0.019 -2.194 0.2994
H -1.020 1.316 -5.851 0.5681
H -3.266 1.878 -6.749 0.2846
H 0.896 4.458 0.323 0.4668
H 0.636 6.011 -1.662 0.3817
H 0.067 4.943 -3.855 0.4358
N 1.859 -6.089 -2.899 -0.6411
C 1.862 -5.263 -2.098 -0.1217
C 1.893 -4.267 -1.074 0.1674
C 2.607 -4.501 0.103 -0.3721
C 2.606 -3.527 1.074 -1.2356
C 1.915 -2.349 0.836 0.1060
N 1.243 -2.114 -0.302 0.7512
C 1.217 -3.059 -1.240 -0.5756
H 3.138 -5.435 0.241 0.4869
H 3.118 -3.661 2.015 0.4630
H 1.902 -1.566 1.581 0.2906
H 0.633 -2.843 -2.122 0.8388
O -0.284 -2.532 2.437 -0.6923
C -1.251 -2.151 1.790 0.2899
O -1.216 -1.564 0.632 1.5493
C -2.653 -2.342 2.353 -1.8638
C -3.783 -1.789 1.493 -0.4605
Ge -4.506 -2.947 0.092 2.3467
C -5.815 -1.893 -0.928 -0.4349
C -6.497 -2.438 -2.016 0.0295
C -7.471 -1.717 -2.689 -0.7916
C -7.785 -0.427 -2.281 -0.4948
C -7.105 0.138 -1.214 -0.4665
C -6.126 -0.589 -0.549 -0.5492
C -3.225 -3.700 -1.175 0.0034
C -3.044 -3.083 -2.411 0.4576
C -2.153 -3.594 -3.343 -0.5985
C -1.430 -4.739 -3.054 -0.7476
C -1.593 -5.362 -1.823 -1.0323
C -2.482 -4.845 -0.894 -0.2370
C -5.503 -4.416 0.955 0.1569
C -6.889 -4.502 0.819 -0.3189
C -7.616 -5.509 1.439 -0.7132
C -6.969 -6.455 2.218 -0.4741
C -5.593 -6.385 2.371 -0.8308
C -4.873 -5.378 1.745 -0.1076
H -2.628 -1.834 3.322 0.4724
H -2.757 -3.401 2.606 0.2858
H -3.449 -0.857 1.025 -0.3603
H -4.644 -1.553 2.128 0.6379
H -6.266 -3.446 -2.343 0.4541
H -7.987 -2.163 -3.530 0.4038
H -8.553 0.135 -2.798 0.4147
H -7.329 1.150 -0.899 0.3759
H -5.597 -0.123 0.274 0.1022
H -3.597 -2.180 -2.658 0.2852
H -2.010 -3.079 -4.282 0.2946
H -0.733 -5.140 -3.777 0.4911
H -1.021 -6.251 -1.586 0.4759
H -2.592 -5.355 0.055 0.0119
H -7.417 -3.770 0.219 0.2604
H -8.691 -5.549 1.312 0.3952
H -7.533 -7.241 2.704 0.3635
H -5.075 -7.117 2.978 0.3966
H -3.801 -5.355 1.886 0.0945
```

=====

[2]
# C4H6O2

The molecule C4H6O2 in a non-equilibrium geometry (ωB97M-V/def2-TZVPD, the OMol25 dataset).

**SMILES**: O=CC1COC1
**Relative energy (zero: lowest compared OMol25 entry of this formula, charge and spin)**: 54.89 kcal per mole
**Molar mass**: 86.09 g mol⁻¹
**Frontier orbital gap**: 10.749 eV

Structure (XYZ):
```
12
Properties=species:S:1:pos:R:3:nbo_charge:R:1
O 1.975 0.176 0.968 -0.5216
C 1.380 -0.717 0.408 0.4043
C 0.148 -0.365 -0.471 -0.3806
C -1.224 -0.420 0.256 -0.0401
O -1.289 0.998 0.369 -0.5292
C -0.095 1.162 -0.411 -0.0565
H 1.862 -1.662 0.695 0.1510
H 0.132 -0.807 -1.477 0.2304
H -2.053 -0.816 -0.348 0.1783
H -1.221 -0.916 1.232 0.1776
H 0.681 1.698 0.141 0.2124
H -0.295 1.669 -1.362 0.1740
```

=====

[3]
# C24H35N3O3

The molecule C24H35N3O3 (ωB97M-V/def2-TZVPD, the OMol25 dataset).

**SMILES**: O=C(C1CCN(C2CCN(Cc3ccc4c(c3)CCO4)CC2)CC1)N1CCOCC1
**Relative energy (zero: lowest compared OMol25 entry of this formula, charge and spin)**: 40.07 kcal per mole
**Molar mass**: 413.56 g mol⁻¹
**Frontier orbital gap**: 8.827 eV

Structure (XYZ):
```
65
Properties=species:S:1:pos:R:3:nbo_charge:R:1
O 3.554 1.484 -0.699 -0.6412
C 3.851 0.419 -1.209 0.7060
N 4.660 0.371 -2.298 -0.4434
C 4.998 -0.765 -3.123 -0.2423
H 4.596 -1.691 -2.720 0.2160
C 4.447 -0.539 -4.540 -0.0757
O 4.937 0.656 -5.096 -0.5219
C 4.594 1.766 -4.294 -0.0779
H 5.022 2.640 -4.785 0.1980
C 5.147 1.612 -2.876 -0.2592
H 4.817 2.433 -2.239 0.2547
H 6.241 1.581 -2.909 0.1925
H 3.499 1.871 -4.249 0.1674
H 4.765 -1.342 -5.208 0.1965
H 3.346 -0.511 -4.501 0.1622
H 6.091 -0.843 -3.179 0.1983
C 3.333 -0.901 -0.653 -0.3181
C 2.037 -1.287 -1.377 -0.4145
C 1.423 -2.541 -0.736 -0.2091
N 1.161 -2.410 0.683 -0.4555
C 2.383 -2.039 1.367 -0.2147
C 3.029 -0.753 0.840 -0.4054
H 2.361 0.098 0.978 0.2195
H 3.950 -0.548 1.387 0.2129
H 3.084 -2.870 1.218 0.1864
H 2.194 -1.961 2.436 0.2081
C -0.066 -1.668 0.979 -0.0422
C -1.253 -2.636 0.866 -0.3925
C -2.569 -1.921 1.157 -0.2274
N -2.537 -1.366 2.494 -0.4396
C -1.472 -0.393 2.610 -0.2197
C -0.119 -1.066 2.382 -0.4079
H 0.006 -1.859 3.121 0.2094
H 0.663 -0.319 2.521 0.2098
H -1.498 0.026 3.619 0.1991
H -1.590 0.437 1.889 0.1677
C -3.830 -0.884 2.962 -0.2234
C -4.402 0.266 2.166 -0.0876
C -5.205 0.025 1.057 -0.1851
C -5.692 1.054 0.264 -0.2929
C -5.353 2.348 0.608 0.3670
C -4.554 2.610 1.720 -0.1232
C -4.078 1.581 2.499 -0.1391
H -3.466 1.790 3.364 0.2022
C -4.376 4.097 1.831 -0.4502
H -4.768 4.480 2.775 0.2199
H -3.325 4.384 1.759 0.2208
C -5.192 4.604 0.624 -0.0624
H -4.574 5.152 -0.093 0.1841
H -6.025 5.246 0.927 0.1835
O -5.740 3.470 -0.051 -0.4974
H -6.317 0.858 -0.592 0.2222
H -5.466 -0.993 0.807 0.2093
H -4.518 -1.734 2.932 0.2009
H -3.701 -0.584 4.006 0.1990
H -3.392 -2.637 1.102 0.1994
H -2.738 -1.142 0.392 0.1671
H -1.107 -3.439 1.588 0.2105
H -1.300 -3.077 -0.129 0.2014
H -0.215 -0.845 0.258 0.1676
H 2.117 -3.380 -0.862 0.1884
H 0.496 -2.796 -1.251 0.2024
H 1.336 -0.453 -1.303 0.2122
H 2.221 -1.477 -2.437 0.2033
H 4.078 -1.692 -0.777 0.2036
```